Arrangement A

A single C14H21NO4 molecule. Source: the OMol25 dataset; level of theory: the ωB97M-V functional and the def2-TZVPD basis.

The geometry in ORCA input format:
```
! wB97M-V def2-TZVPD RIJCOSX def2/J DEFGRID3
* xyz 0 1
O 0.957 -1.280 0.425
C 0.342 -2.101 1.060
O -0.016 -1.915 2.324
H 0.134 -0.984 2.588
C -0.134 -3.409 0.483
H 0.460 -3.612 -0.409
H 0.012 -4.205 1.212
C -1.625 -3.317 0.105
H -2.231 -3.446 1.003
H -1.848 -4.146 -0.567
C -1.995 -1.982 -0.560
C -2.569 -0.996 0.460
H -3.595 -1.286 0.698
H -2.000 -1.031 1.387
C -2.599 0.448 -0.031
N -1.289 1.060 -0.171
C -0.404 1.301 0.857
O -0.474 0.830 1.967
C 0.578 2.344 0.355
C 1.969 2.329 0.984
C 2.895 1.297 0.351
C 2.912 1.466 -1.164
C 1.518 1.171 -1.704
H 1.500 1.198 -2.794
H 1.234 0.169 -1.378
C 0.501 2.189 -1.165
C -0.882 1.614 -1.375
O -1.532 1.583 -2.386
H 0.616 3.137 -1.695
H 3.625 0.771 -1.608
H 3.215 2.482 -1.428
H 3.900 1.417 0.761
H 2.545 0.293 0.586
H 1.860 2.133 2.053
H 2.410 3.322 0.866
H 0.100 3.295 0.633
H -3.177 1.053 0.677
H -3.064 0.512 -1.019
H -1.113 -1.553 -1.037
H -2.737 -2.149 -1.344
*
```

## Properties
SMILES: O=C(O)CCCCCN1C(=O)[C@H]2CCCC[C@H]2C1=O
LUMO energy: 0.03112 Eh
HOMO level: -0.365 hartree
Kohn-Sham gap: 10.79 eV

Arrangement B

A single C14H21NO4 molecule. Source: the OMol25 dataset; level of theory: the ωB97M-V functional and the def2-TZVPD basis.

The geometry in ORCA input format:
```
! wB97M-V def2-TZVPD RIJCOSX def2/J DEFGRID3
* xyz 0 1
C 4.241 4.471 1.784
C 3.601 4.394 0.399
O 4.101 3.333 -0.390
C 3.591 2.051 -0.103
C 2.224 1.794 -0.749
H 1.481 2.480 -0.335
H 2.304 1.987 -1.820
C 1.766 0.353 -0.522
N 0.506 0.089 -1.173
C 0.386 -0.716 -2.244
O 1.296 -1.349 -2.735
C -1.036 -0.754 -2.819
O -2.044 -0.436 -1.889
C -2.375 -1.387 -0.951
C -3.517 -1.132 -0.201
C -3.944 -2.020 0.769
C -3.229 -3.189 1.004
C -2.079 -3.436 0.258
C -1.650 -2.548 -0.709
H -0.750 -2.770 -1.259
H -1.526 -4.341 0.451
O -3.560 -4.139 1.926
C -4.730 -3.958 2.684
H -4.803 -4.834 3.327
H -5.618 -3.903 2.047
H -4.672 -3.058 3.306
H -4.837 -1.788 1.327
H -4.071 -0.226 -0.393
H -1.205 -1.731 -3.287
H -1.103 0.016 -3.595
H -0.311 0.596 -0.865
H 1.670 0.151 0.550
H 2.489 -0.344 -0.952
H 4.322 1.353 -0.520
H 3.529 1.881 0.979
H 2.509 4.331 0.494
H 3.846 5.297 -0.167
H 3.898 5.366 2.295
H 3.978 3.606 2.389
H 5.323 4.510 1.687
*
```

## Properties
SMILES: CCOCCCNC(=O)COc1ccc(OC)cc1
LUMO energy: 0.02612 Eh
HOMO level: -0.300 hartree
Kohn-Sham gap: 8.86 eV

Q: Which of them is the least stable? A: arrangement B.

Arrangement A

2 unconnected molecules or ions with the total composition C2H3F3O. Source: the OMol25 dataset; level of theory: the ωB97M-V functional and the def2-TZVPD basis.

The geometry in ORCA input format:
```
! wB97M-V def2-TZVPD RIJCOSX def2/J DEFGRID3
* xyz 0 1
C -0.169 -0.203 -0.136
C -1.286 -1.051 0.002
O -2.693 0.962 -0.566
F -1.711 -1.830 -0.910
F -1.733 -1.342 1.135
F -2.134 1.915 0.197
H -0.534 0.500 -0.854
H 0.633 -0.707 -0.646
H 0.133 0.348 0.772
*
```

## Properties
LUMO energy (spin up / spin down): -0.01227 / -0.03735 Eh
HOMO level (spin up / spin down): -0.329 / -0.296 hartree
Kohn-Sham gap (spin up / spin down): 8.61 / 7.05 eV

Arrangement B

2 unconnected molecules or ions with the total composition C2H3F3O. Source: the OMol25 dataset; level of theory: the ωB97M-V functional and the def2-TZVPD basis.

The geometry in ORCA input format:
```
! wB97M-V def2-TZVPD RIJCOSX def2/J DEFGRID3
* xyz 0 1
C 0.515 0.247 -0.256
C -0.657 0.117 0.491
H 1.449 -1.265 -0.975
H 0.284 1.523 -0.476
H 1.391 0.112 0.364
O 0.189 -0.884 -1.204
F -0.613 -0.912 1.284
F -1.601 -0.122 -0.514
F -0.957 1.183 1.285
*
```

## Properties
LUMO energy: -0.00300 Eh
HOMO level: -0.410 hartree
Kohn-Sham gap: 11.07 eV

Q: Which of them is the least stable? A: arrangement A.

Arrangement A

A single C3H6OS2 molecule. Source: the OMol25 dataset; level of theory: the ωB97M-V functional and the def2-TZVPD basis.

The geometry in ORCA input format:
```
! wB97M-V def2-TZVPD RIJCOSX def2/J DEFGRID3
* xyz 0 1
C -1.480 0.176 -0.291
C -0.066 0.220 0.442
C 0.697 -0.979 0.072
H -1.331 -0.231 -1.256
H -1.920 1.131 -0.142
H -2.147 -0.595 0.247
H -0.081 0.096 1.535
H 0.925 1.419 -0.864
H 2.320 0.559 0.150
O 0.748 1.398 0.126
S 2.452 -0.819 -0.082
S -0.116 -2.375 0.064
*
```

## Properties
SMILES: C[C@H](O)C(=S)S
LUMO energy: -0.00930 Eh
HOMO level: -0.318 hartree
Kohn-Sham gap: 8.40 eV

Arrangement B

A single C3H6OS2 molecule. Source: the OMol25 dataset; level of theory: the ωB97M-V functional and the def2-TZVPD basis.

The geometry in ORCA input format:
```
! wB97M-V def2-TZVPD RIJCOSX def2/J DEFGRID3
* xyz 0 1
C -0.991 -0.959 -0.520
C -0.388 0.426 -0.526
C 0.737 0.596 0.167
O 1.261 -0.262 1.047
S 1.647 2.119 0.072
S -2.323 -1.401 0.695
H -1.288 -1.485 -1.426
H -0.071 -1.547 -0.295
H -0.589 1.237 -1.215
H 2.173 -0.165 1.394
H 1.324 2.492 -1.045
H -1.493 -1.052 1.651
*
```

## Properties
SMILES: O/C(S)=C\CS
LUMO energy: 0.01739 Eh
HOMO level: -0.318 hartree
Kohn-Sham gap: 9.11 eV

Arrangement C

A single C3H6OS2 molecule. Source: the OMol25 dataset; level of theory: the ωB97M-V functional and the def2-TZVPD basis.

The geometry in ORCA input format:
```
! wB97M-V def2-TZVPD RIJCOSX def2/J DEFGRID3
* xyz 0 1
C -1.637 2.960 1.413
C 0.661 -1.122 -1.365
C 0.599 -1.130 0.185
O 0.526 1.667 0.639
S -0.898 1.573 0.984
S -1.052 -1.005 0.752
H -2.710 2.803 1.665
H 0.697 -2.243 -1.727
H -0.145 -0.564 -1.782
H 1.606 -0.668 -1.859
H 1.172 -0.293 0.601
H 1.181 -1.978 0.495
*
```

## Properties
SMILES: C#S(=O)SCC
LUMO energy (spin up / spin down): -0.09885 / -0.09884 Eh
HOMO level (spin up / spin down): -0.351 / -0.351 hartree
Kohn-Sham gap (spin up / spin down): 6.87 / 6.87 eV

Q: Which of them is the least stable? A: arrangement C.

Arrangement A

A molecular structure, C5H14N2. Source: the OMol25 dataset; level of theory: the ωB97M-V functional and the def2-TZVPD basis.

The geometry in ORCA input format:
```
! wB97M-V def2-TZVPD RIJCOSX def2/J DEFGRID3
* xyz 2 1
C 1.602 1.226 1.251
C 0.698 0.749 0.238
C -0.883 1.255 0.281
C -1.054 -0.273 -0.076
C -2.156 -0.943 0.251
N -1.093 -0.013 -1.824
N 2.185 -1.824 0.248
H 2.769 1.138 0.416
H 1.290 2.349 1.523
H 1.600 0.697 2.181
H 1.128 0.270 -0.682
H -1.436 1.351 1.268
H -0.855 2.404 -0.084
H -2.729 -1.152 -0.695
H -2.633 -1.170 1.072
H -0.686 -0.720 -2.398
H -0.545 0.853 -2.051
H -2.011 -0.045 -2.202
H 2.566 -2.791 0.026
H 3.034 -1.352 0.407
H 1.620 -1.060 0.573
*
```

## Properties
LUMO energy: -0.41241 Eh
HOMO level: -0.604 hartree
Kohn-Sham gap: 5.21 eV

Arrangement B

A gas-phase ion, C5H14N2 (charge +2). Source: the OMol25 dataset; level of theory: the ωB97M-V functional and the def2-TZVPD basis.

The geometry in ORCA input format:
```
! wB97M-V def2-TZVPD RIJCOSX def2/J DEFGRID3
* xyz 2 1
C -1.757 1.214 0.448
C -1.387 -0.270 0.400
C -0.135 -0.512 -0.475
C 1.099 0.239 -0.123
C 2.268 -0.381 -0.101
N 3.488 0.479 -0.046
N -2.605 -1.055 -0.157
H -2.696 1.261 0.999
H -1.814 1.644 -0.550
H -1.036 1.764 1.048
H -1.197 -0.640 1.406
H 0.085 -1.581 -0.622
H -0.517 -0.377 -1.501
H 1.017 1.294 0.123
H 2.412 -1.443 0.032
H 4.142 0.491 -0.839
H 3.098 1.424 -0.126
H 4.019 0.266 0.803
H -2.042 -1.698 -0.715
H -3.081 -1.621 0.551
H -3.362 -0.497 -0.555
*
```

## Properties
SMILES: C[C@@H]([NH3+])C/C=C/[NH3+]
LUMO energy: -0.25425 Eh
HOMO level: -0.684 hartree
Kohn-Sham gap: 11.70 eV

Q: Which of them is the least stable? A: arrangement A.